No. 1
Entry from OMol25: a molecular structure, C3H4BeO in a non-equilibrium geometry (ωB97M-V/def2-TZVPD).

XYZ file:
```
9
Properties=species:S:1:pos:R:3:forces:R:3:lowdin_charge:R:1
C -0.579 -0.099 0.255 -2.2981 2.3971 -0.9775 -0.15
C 0.753 0.584 0.512 -0.9803 -1.1742 -0.4297 -0.04
C 0.512 -0.912 0.334 1.9339 0.2745 0.2636 0.06
H -1.493 -0.015 0.845 0.2919 -0.2875 -0.2991 0.15
H 0.927 1.004 1.514 0.0240 -0.2539 -0.4517 0.13
H 1.134 1.182 -0.328 0.0524 -0.3700 0.4118 0.12
H 0.873 -1.864 0.715 -0.2353 0.2174 -0.3059 0.12
O -1.335 0.337 -1.338 2.0243 -1.4804 0.3757 -0.26
Be -0.792 -0.218 -2.508 -0.8128 0.6771 1.4129 0.89
```
Forces are in eV/Å.

Calculated values
Total charge: +1
Frontier orbital gap (alpha / beta) in Eh: 0.23199 / 0.26998
Expectation value of S²: 0.759
Multiplicity: 2
HOMO (alpha / beta) in eV: -14.02 / -15.40

No. 2
Entry from OMol25: C2H4OS2 in the gas phase in a non-equilibrium geometry (ωB97M-V/def2-TZVPD).

XYZ file:
```
9
Properties=species:S:1:pos:R:3:forces:R:3:lowdin_charge:R:1
C 0.934 -1.122 0.275 -2.1210 -0.0391 -0.2999 -0.09
C 0.256 -0.037 -0.016 4.2344 2.4104 0.5088 -0.21
S 1.456 1.775 -0.105 -1.8222 -3.2212 0.7650 0.73
O 0.530 2.649 -1.085 -0.9342 1.2528 -0.5160 -1.11
S -0.680 3.708 -0.392 0.0872 -0.8521 -1.0877 0.68
H 0.441 -2.081 0.352 -0.1741 -0.0986 0.0337 0.06
H 1.945 -1.111 0.488 2.0049 0.0696 0.1738 0.02
H -0.752 0.153 -0.127 -1.8590 0.3415 -0.4439 0.02
H -1.516 3.545 -1.484 0.5841 0.1368 0.8661 -0.11
```
Forces are in eV/Å.

Calculated values
Total charge: 0
Frontier orbital gap in Eh: 0.32448
Multiplicity: 1
SMILES: C=CSOS
HOMO in eV: -8.83

No. 3
Entry from OMol25: 11 unconnected molecules or ions with the total composition C5H31N2O10 in a non-equilibrium geometry (ωB97M-V/def2-TZVPD).

XYZ file:
```
48
Properties=species:S:1:pos:R:3:forces:R:3:lowdin_charge:R:1
C -0.014 -0.060 -2.836 -0.0739 -0.4552 2.2019 -0.07
C -0.745 -1.089 -1.911 1.1782 -1.0544 -1.7410 -0.16
C -2.240 -1.170 -2.036 0.7049 -0.4168 0.2678 -0.40
C -2.791 -2.121 -2.778 -0.8984 -2.2943 -0.1928 0.08
C -3.830 0.046 -0.637 -0.8611 -2.0350 -1.2528 -0.01
N -2.820 -0.062 -1.396 -0.1425 1.1666 0.2158 0.03
N 0.267 1.135 -1.853 1.2306 -1.3836 -1.6088 0.17
H 0.942 -0.631 -3.179 -1.5006 1.8771 0.5067 0.11
H -0.625 0.410 -3.641 0.4294 -0.7799 0.5170 0.14
H -0.358 -1.080 -0.884 -0.3241 0.6168 -0.0794 0.11
H -0.268 -1.998 -2.281 -0.6789 -0.5479 0.1072 0.11
H -2.352 -3.057 -3.255 0.5245 1.9030 0.7027 0.10
H -3.848 -2.330 -2.824 -0.5128 0.9462 0.0414 0.06
H -4.553 -0.793 -0.430 0.8956 0.3856 -0.0417 0.11
H -4.164 0.994 -0.281 0.2580 0.7996 0.2813 0.07
H 1.029 0.917 -1.196 0.1723 -0.0677 -0.7147 0.09
H 0.558 1.819 -2.547 -0.1203 1.1507 1.2136 0.15
H -0.512 1.350 -1.234 -0.6554 0.5389 -0.7340 0.14
H 2.864 1.354 -0.362 -0.1953 -0.0543 0.1428 0.05
H 3.688 0.139 -0.560 -0.4375 -0.3939 -0.0547 0.09
O 2.752 0.394 -0.477 0.7332 0.6868 0.0392 -0.05
H 1.972 2.928 2.470 -0.0033 -0.3140 -0.4600 0.04
H 2.233 1.712 1.606 0.0273 -0.0907 0.1041 0.02
O 2.242 2.672 1.554 0.0922 0.2342 0.0446 -0.08
H -2.858 3.133 2.356 0.0963 0.0971 0.1300 0.04
H -1.439 2.525 2.305 -0.0413 0.1846 0.1753 0.02
O -2.310 2.492 1.899 -0.0120 -0.3622 -0.3178 -0.06
H 2.331 -3.022 -3.664 0.8519 0.0845 -0.3074 0.06
H 2.958 -1.503 -3.825 0.5244 -0.9035 -0.2555 0.05
O 2.224 -2.074 -3.595 -1.2155 0.7285 0.5230 -0.05
H 1.571 -0.700 3.006 -0.7446 0.1318 -0.2593 0.03
H 0.681 -0.479 4.231 -0.3243 -0.0230 -0.1030 0.07
O 0.677 -0.331 3.275 0.7890 -0.0727 0.4529 -0.08
H 0.019 -3.466 2.506 -0.5914 0.0304 -0.1606 0.07
H -0.445 -2.440 1.313 0.0395 -0.4506 0.8034 0.02
O 0.289 -2.854 1.821 0.5873 -0.1155 -0.5408 -0.06
H 0.854 1.344 3.487 0.3828 -0.1664 0.6583 -0.01
H 1.688 2.135 4.620 -0.0561 -0.4093 0.0922 0.06
O 1.103 2.217 3.866 -0.3786 0.9231 -0.2705 -0.07
H -2.262 -0.924 0.901 -0.0026 -0.3136 0.2400 0.05
H -2.486 -2.349 1.520 -0.0500 0.3995 -0.2040 0.09
O -2.029 -1.860 0.818 -0.0474 -0.1574 0.2118 -0.04
H 2.426 -1.227 1.152 0.3772 -0.0081 0.3807 0.02
H 1.875 -2.306 2.063 1.1121 1.0342 -0.1391 0.04
O 2.622 -1.609 2.027 -1.1417 -0.8529 -0.4903 -0.10
H 1.315 3.502 0.240 0.0281 0.0255 0.0644 -0.01
H 0.946 4.630 -0.773 -0.0688 -0.4651 0.1420 0.06
O 0.823 3.686 -0.581 0.0438 0.2431 -0.3319 -0.08
```
Forces are in eV/Å.

Calculated values
Total charge: +1
Frontier orbital gap in Eh: 0.34332
Multiplicity: 1
HOMO in eV: -11.84

What did we get for relative energy (zero: lowest compared OMol25 entry of this formula, charge and spin)? Answer: 0.0; 77.1; 107.8 kcal per mole, in the order shown.